# 1
Formula: C4H5NO
Source: the Open Molecules 2025 dataset
Level of theory: the ωB97M-V functional and the def2-TZVPD basis

Geometry as XYZ:
```
11
Properties=species:S:1:pos:R:3:mulliken_charge:R:1
C 2.001 0.119 0.273 -0.970
C 0.560 -0.289 0.106 0.766
N -0.309 0.815 -0.105 -0.547
C -1.497 0.388 -0.292 0.417
C -2.398 -0.535 -0.588 -0.512
O 0.176 -1.443 0.144 -0.551
H 2.623 -0.755 0.473 0.300
H 2.082 0.838 1.094 0.290
H 2.344 0.627 -0.634 0.272
H -2.407 1.077 -0.582 0.255
H -3.176 -0.842 0.112 0.281
```

The LUMO energy is -0.32 eV. The relative energy (zero: lowest compared OMol25 entry of this formula, charge and spin) comes out at 90.8 kcal per mole. As for the orbital gap: 9.30 eV. The net charge is 0.

***

# 2
Formula: C35H30Br2HgN7O3S4
Source: the Open Molecules 2025 dataset
Level of theory: the ωB97M-V functional and the def2-TZVPD basis

Geometry as XYZ:
```
82
Properties=species:S:1:pos:R:3:mulliken_charge:R:1
Hg 2.197 0.648 -1.700 1.225
O -1.241 0.948 -5.374 -0.766
C -1.837 -0.234 -5.159 0.184
C -3.027 -0.515 -5.837 -0.561
C -3.669 -1.727 -5.654 -0.369
C -3.132 -2.684 -4.800 -0.849
C -1.957 -2.402 -4.120 -0.527
C -1.298 -1.185 -4.270 0.639
C -0.078 -0.841 -3.471 0.635
O 0.353 0.366 -3.546 -0.796
N 0.401 -1.802 -2.724 -0.713
N 1.439 -1.423 -1.912 0.133
C 1.919 -2.395 -1.145 -1.393
C 2.958 -2.195 -0.221 1.045
C 3.435 -3.242 0.621 -0.862
C 4.400 -2.981 1.550 -0.300
C 4.919 -1.670 1.671 -0.887
C 4.425 -0.709 0.805 -0.249
N 3.499 -0.938 -0.118 -0.107
H -0.480 0.966 -4.701 0.340
H -3.424 0.243 -6.502 0.438
H -4.597 -1.926 -6.180 0.359
H -3.634 -3.633 -4.652 0.382
H -1.519 -3.119 -3.437 0.456
H 1.483 -3.385 -1.257 0.323
H 3.010 -4.234 0.517 0.352
H 4.760 -3.774 2.197 0.354
H 5.674 -1.419 2.402 0.380
H 4.785 0.316 0.851 0.453
Br -5.722 -1.803 -1.941 -0.198
C -3.982 -1.167 -1.525 -0.114
C -3.066 -2.015 -0.935 -1.216
C -1.822 -1.481 -0.635 0.379
N -1.478 -0.220 -0.867 0.469
C -2.357 0.564 -1.488 0.904
C -3.641 0.133 -1.825 -0.775
C -1.884 1.927 -1.874 0.386
C -2.400 2.539 -3.010 -0.798
C -1.876 3.767 -3.363 -0.225
Br -2.524 4.638 -4.921 -0.232
C -0.880 4.347 -2.610 -0.876
C -0.446 3.649 -1.486 -0.632
N -0.928 2.469 -1.121 0.322
H -3.298 -3.050 -0.728 0.447
H -1.055 -2.110 -0.199 -0.041
H -4.347 0.798 -2.301 0.649
H -3.129 2.049 -3.639 0.252
H -0.430 5.291 -2.877 0.450
H 0.343 4.060 -0.867 0.615
S 3.210 5.195 -1.182 -0.384
C 2.959 3.547 -1.277 0.049
S 3.194 2.670 -2.764 -0.423
S 2.407 2.598 0.070 -0.443
C 0.154 -2.311 2.300 -1.487
C 1.100 -1.180 2.679 0.934
C 0.970 0.053 1.790 0.293
N -0.313 0.744 1.922 1.143
C -0.549 1.986 2.320 -0.645
S -2.029 2.727 2.153 -0.349
N 0.540 2.698 2.885 0.201
C 1.245 2.473 4.028 -0.030
O 2.201 3.166 4.330 -0.711
C 0.801 1.373 4.951 0.486
C 1.800 0.718 5.664 -0.484
C 1.479 -0.313 6.531 -0.534
C 0.150 -0.679 6.709 -0.415
C -0.850 -0.004 6.026 -0.719
C -0.529 1.020 5.145 0.168
H 0.259 -3.152 2.989 0.512
H 0.379 -2.673 1.294 0.061
H -0.891 -1.990 2.330 0.342
H 2.133 -1.527 2.587 -0.021
H 0.945 -0.905 3.723 -0.486
H 1.057 -0.239 0.742 -0.730
H 1.770 0.762 1.988 0.313
H -1.079 0.358 1.384 -0.075
H 0.863 3.484 2.329 0.296
H 2.826 1.024 5.509 0.463
H 2.264 -0.837 7.062 0.371
H -0.104 -1.490 7.382 0.367
H -1.888 -0.279 6.169 0.407
H -1.316 1.539 4.611 0.442
```

Its multiplicity is 2. The expectation value of S² is 0.777. The LUMO energy (alpha / beta) is 3.59 / 3.59 eV. The relative energy (zero: lowest compared OMol25 entry of this formula, charge and spin) comes out at 2.5 kcal per mole. As for the orbital gap (alpha / beta): 4.07 / 5.49 eV. The net charge is -2.